No. 1
37
Properties=species:S:1:pos:R:3:forces:R:3:lowdin_charge:R:1 method="wB97M-V/def2-TZVPD" lumo_ha=-0.1919 total_charge=+1 max_force_ev_per_a=4.57 e_homo_ev=-10.8
C 2.9982 -3.0734 0.9570 0.606 0.829 1.345 -0.57
S 1.6849 1.4363 -0.7446 3.866 2.431 0.041 0.59
H -1.3379 -3.0045 0.3870 -0.058 -0.059 0.007 0.09
C -4.5238 -2.9257 1.0012 0.028 -0.066 0.053 -0.12
C -2.3633 -2.6972 0.4825 0.088 -0.107 0.067 -0.15
H -3.1272 -4.4823 1.3081 -0.014 0.033 -0.030 0.15
C -0.1729 3.8041 0.4735 -0.167 0.327 -0.253 -0.29
F 0.3394 -1.5385 -0.0326 -0.140 0.968 0.326 0.15
C 0.0732 5.0127 -0.4702 0.589 0.554 0.026 -0.29
H -0.6396 5.0730 -1.3106 -0.035 -0.201 0.488 0.13
C 2.6494 -1.5788 0.5792 -0.420 -1.212 0.560 -0.36
H 0.5880 3.7373 1.2682 -0.086 -0.073 -0.395 0.12
C -4.3606 -1.6622 0.5002 -0.106 0.055 0.014 -0.11
H 1.3785 4.7326 -1.8644 0.455 0.135 0.184 0.09
C 1.7078 -0.2515 -1.5153 -1.838 -1.291 -0.359 -0.51
F 0.6194 -0.2880 -2.3228 -0.437 0.411 0.406 0.11
O 2.4203 1.5647 0.4726 -1.303 -1.408 0.995 -0.25
H -5.1387 -0.9260 0.3821 0.000 -0.041 -0.003 0.09
H -2.5114 -0.6443 -0.2531 -0.023 -0.045 -0.082 0.06
F 2.7311 -0.3818 -2.3003 1.133 0.436 0.279 0.22
C -2.9875 -1.5166 0.1692 0.085 -0.018 0.074 -0.13
F 3.8019 -1.0141 0.2300 -0.024 0.585 -0.253 0.19
H -0.0622 5.9132 0.1534 -0.155 -0.403 -0.170 0.14
F 1.9263 -3.8288 1.0882 -0.371 -0.282 -0.634 0.21
H -1.0450 1.3114 0.4769 0.279 -0.089 -0.282 0.03
O 2.2417 2.3268 -1.7163 -1.434 -0.359 -1.357 -0.26
F 1.7062 -2.5560 -1.3121 0.246 0.175 -0.436 0.17
C 1.5691 -1.4589 -0.5379 0.936 -1.134 -0.223 -0.37
H -1.1473 3.9792 0.9730 0.263 -0.469 -0.217 0.11
P -0.3086 2.1725 -0.3693 -1.250 0.494 0.645 1.05
H -5.3998 -3.4360 1.3641 0.003 0.045 -0.015 0.11
N -3.3036 -3.5455 0.9905 -0.073 0.168 -0.081 0.02
O 1.3993 5.0771 -0.9604 -0.673 -0.488 -0.160 -0.05
F 3.5610 -3.0027 2.1702 0.079 0.104 0.148 0.18
H -1.0329 2.2813 -1.5766 0.267 -0.099 0.175 0.05
F 3.9104 -3.5732 0.1592 -0.297 -0.424 -0.809 0.22
F 2.1561 -1.0364 1.7002 -0.017 0.518 -0.076 0.16

No. 2
147
Properties=species:S:1:pos:R:3:forces:R:3:lowdin_charge:R:1 method="wB97M-V/def2-TZVPD" lumo_ha=0.0181 total_charge=0 max_force_ev_per_a=3.45 smiles=COCCNCCOC.COCCNCCOC.COCCNCCOC.COCCNCCOC.COCCNCCOC.COCCNCCOC.O e_homo_ev=-8.5
H 9.6322 9.7913 3.1690 0.164 0.304 -0.110 0.08
C -15.2629 -2.5642 4.5970 0.393 0.823 -2.412 -0.08
O 5.9390 -10.1211 2.6091 -2.331 0.484 1.578 -0.18
H -13.7357 5.1074 -0.9736 0.081 0.098 1.432 0.08
H 6.7437 2.8528 -10.4014 -0.080 0.089 0.127 0.11
H 3.7714 -11.6557 2.3799 -0.397 -0.457 0.640 0.11
H 7.0538 6.6937 5.3576 -0.087 -0.390 -0.699 0.11
H -2.8626 1.1855 -3.0309 -0.046 0.080 0.886 0.08
C 1.8574 -11.3384 3.5324 2.520 0.658 -0.939 -0.16
C -15.3906 1.6266 1.3355 -1.553 -0.956 0.127 -0.20
C -15.8452 -0.4904 3.3972 1.553 1.083 0.746 -0.21
H 3.7504 -2.8999 -10.3380 1.035 0.109 -0.086 0.09
C -5.3855 0.2493 3.6094 0.274 1.073 -0.839 -0.17
H -6.7369 1.2226 0.7487 -0.537 0.333 0.232 0.09
H -0.5841 -7.9202 3.8019 -0.568 0.730 0.449 0.08
H 2.8823 5.0673 -0.9308 -0.537 0.266 -0.649 0.11
C 2.6980 2.9507 -1.6608 -0.744 1.295 0.487 -0.23
O 2.3419 -5.0794 8.4878 0.160 0.122 -0.102 -0.05
C 6.7439 1.0628 -14.0243 -0.592 1.087 0.548 -0.10
H 7.2274 3.8472 6.4280 0.597 0.255 0.667 0.12
O -1.9300 -1.8971 1.0476 -0.900 0.560 -0.129 -0.22
H 0.6260 -9.8605 2.3405 0.685 0.607 0.173 0.12
N -3.3277 -0.9760 3.2769 -0.602 -0.034 0.855 -0.09
H -1.5775 -1.5760 4.4276 -0.366 0.079 0.130 0.11
H 1.0080 2.0846 -2.1553 -0.548 0.108 -0.189 0.10
H -16.8305 -0.6416 2.9565 0.118 0.512 -0.467 0.13
C 6.7637 2.0377 -11.1248 1.155 0.585 -0.215 -0.21
H -15.0604 2.7942 2.7246 0.053 0.438 1.749 0.09
O 8.3025 2.7592 4.9942 -0.705 -0.679 0.352 -0.24
C 0.6666 -10.3276 3.3245 0.191 -1.171 1.296 -0.17
H 7.2577 -0.0552 -8.6672 -0.229 0.347 0.832 0.12
C 0.4778 3.9989 -1.6023 0.968 -2.701 0.303 -0.19
C 2.8649 5.7333 -3.5310 -0.667 -0.958 -0.436 -0.13
H 4.7341 -0.0089 -8.3660 -0.314 0.121 0.124 0.12
H 0.9321 4.9871 -1.6749 -0.810 0.213 -0.798 0.09
H -15.9931 0.7297 1.1915 -0.462 0.119 -0.696 0.09
H 4.0313 -9.9748 4.2853 0.138 0.125 0.287 0.13
C -1.4698 -2.6308 -0.0941 0.633 0.400 1.061 -0.09
N 1.3957 3.0150 -2.2202 -1.305 0.385 -1.319 -0.09
H 1.5855 -5.5099 8.0891 -0.168 -0.115 -0.151 0.03
C 6.6113 0.6363 -9.2077 -1.270 -1.722 0.429 -0.20
C 5.1911 -0.0268 -9.3554 0.830 0.918 -0.179 -0.25
H 6.2173 1.9094 -14.4648 0.278 0.387 -0.604 0.08
H 7.8559 7.6916 3.3009 -0.057 0.564 -0.117 0.11
H -15.8654 2.3292 -0.7098 0.522 -0.319 -0.120 0.11
C -6.4431 1.4279 1.7781 0.684 -0.428 0.493 -0.12
H 2.9196 -9.0014 3.3128 -0.200 -0.068 0.099 0.12
H 7.0206 3.2701 -12.8336 -0.032 0.837 0.200 0.11
H -1.4668 -0.1487 3.3342 0.706 0.091 0.242 0.10
H -16.8232 3.0194 0.5108 -0.142 0.231 0.379 0.12
C 7.8477 4.0390 5.5525 0.453 -2.198 -1.087 -0.17
H 4.6812 0.6213 -10.0682 -0.697 0.278 0.215 0.11
H 3.6598 -2.0451 -8.7707 0.024 -0.632 0.286 0.08
H -14.3795 3.8392 -1.7631 -0.382 -1.135 0.359 0.08
C -14.6246 4.4792 -0.9155 -0.360 -0.229 -0.062 -0.08
C -0.9217 3.7938 -2.2101 0.514 0.504 -1.504 -0.18
H 6.9052 0.0691 -10.9392 0.891 -0.493 -1.024 0.09
N 3.0789 -10.9899 2.6919 -2.170 0.986 0.756 -0.07
H -2.1283 2.0691 -4.2077 0.069 0.621 -0.525 0.08
O -1.3846 2.4462 -2.3671 0.673 0.016 2.553 -0.19
H 9.7080 6.6734 6.4185 0.150 -0.128 0.073 0.11
C 7.6305 2.5343 -12.3095 -2.153 -0.113 0.326 -0.23
H 6.2567 1.5237 -8.6836 1.147 0.380 0.252 0.11
H 7.0464 0.3531 -14.7944 0.485 0.277 0.228 0.09
H -15.4252 5.1092 -1.3032 -0.446 -0.009 0.484 0.08
H 2.6524 6.5929 -2.8953 0.366 0.256 -0.074 0.09
H -14.3968 1.2076 1.1776 0.651 0.625 0.018 0.11
C 3.6626 -9.7979 3.2749 -0.085 -0.562 -0.883 -0.24
H 7.9575 -9.6284 2.6316 -0.207 -0.083 0.596 0.08
O 5.1878 -1.3105 -9.8749 -0.089 -1.784 -1.112 -0.19
H 11.2445 9.0142 2.9663 -0.165 0.009 -0.128 0.09
H -1.5910 4.4818 -1.6936 -0.570 -0.297 -0.082 0.12
O 7.8342 1.5340 -13.2371 0.997 -2.123 -1.299 -0.19
H -5.7164 1.1728 4.0847 -0.461 0.207 -0.169 0.10
H 1.9115 5.2601 -3.7659 -0.360 -0.253 0.392 0.07
H 2.1958 -11.3061 4.5680 -0.381 0.290 0.401 0.10
H -15.5274 -3.1317 3.7047 -0.911 0.207 -0.433 0.07
H -0.7891 4.0606 -3.2586 -0.112 1.013 -0.114 0.12
H 8.0521 8.0044 5.6709 0.284 0.115 0.167 0.12
H 8.8177 6.2909 3.2262 0.125 -0.496 0.343 0.11
H -0.4915 -2.2629 -0.4033 0.104 0.321 -0.203 0.08
H 7.1669 -10.3456 1.2673 1.160 0.874 -1.183 0.09
N 8.8570 6.1778 6.1944 0.107 0.930 0.448 -0.08
C -3.8622 0.2634 3.8279 -1.008 -2.004 -0.233 -0.22
H 7.1040 4.3287 4.8100 0.285 1.097 -0.152 0.11
C 9.1460 4.8636 5.7172 -0.727 -0.410 0.358 -0.21
C -15.7937 2.7287 0.3018 -0.384 -1.134 0.593 -0.23
H -2.1895 -2.4967 -0.9017 0.005 0.017 0.243 0.09
H 2.5917 2.6257 -0.6258 0.486 -0.193 0.660 0.11
C 3.3492 4.3458 -1.6014 1.955 -1.780 -1.312 -0.18
C -1.8949 -1.1404 3.4802 -0.564 -0.403 -3.376 -0.18
H 2.2081 -5.1833 9.4299 0.011 -0.008 0.250 0.03
C 7.5193 1.5691 5.3320 0.646 1.423 -0.236 -0.09
H -0.1121 -11.0838 3.2253 -1.145 0.541 0.765 0.10
H -14.4336 1.1414 4.1571 0.582 -1.045 -0.350 0.11
H 4.2507 4.0867 -1.0462 0.627 0.502 -0.300 0.11
H 1.6647 -12.4001 3.3780 -0.765 0.227 -0.418 0.11
O -14.9361 3.8328 0.3741 1.477 1.377 -1.793 -0.18
H 5.9046 0.6163 -13.4911 0.300 -0.530 0.759 0.07
H -1.4967 -9.3223 4.3200 -0.315 -0.014 0.088 0.08
H 6.4433 1.7343 5.3856 -0.108 0.501 0.267 0.07
H -5.9059 -0.5642 4.1148 0.246 -0.279 -0.305 0.12
H -16.0017 1.2978 4.6556 -0.532 -0.194 -0.037 0.10
H -15.4726 -3.3031 5.3705 -0.254 1.185 0.777 0.08
H -15.0129 -0.8042 2.7672 -0.288 -0.552 -0.484 0.11
N 7.3263 0.8504 -10.4573 -1.443 0.787 -0.266 -0.03
H -14.2005 -2.4869 4.3660 0.429 0.196 0.879 0.08
C -1.3243 -2.0822 2.3251 0.162 0.307 -0.113 -0.19
O 9.8327 7.9177 3.9579 0.830 0.288 -0.110 -0.21
N -15.7047 2.0170 2.7548 0.305 0.369 -2.844 -0.07
C -2.4823 2.1954 -3.1845 0.141 -0.585 -1.398 -0.13
H -1.4456 -3.1400 2.5585 0.197 -0.086 0.455 0.11
C 4.7580 -9.3369 2.4013 1.701 1.446 0.220 -0.24
H -3.4667 1.1527 3.3373 0.343 0.331 0.242 0.12
H -0.2763 -1.7982 2.2295 0.380 -0.415 0.153 0.11
H 9.7169 4.8742 4.7887 -0.141 -0.280 -0.362 0.11
O 3.7629 4.7982 -2.9509 -0.689 0.332 1.857 -0.17
H 4.4927 -9.2088 1.3518 -0.242 -0.884 -0.352 0.13
C 8.6475 7.1737 3.8425 -0.842 0.168 0.214 -0.23
H 9.8143 8.5363 1.9564 0.265 -0.139 -0.158 0.08
C -15.4422 1.0017 3.7683 -0.726 0.271 0.547 -0.19
O 0.5484 -9.4027 4.4902 0.362 -1.610 -0.871 -0.22
H 9.7979 4.4262 6.4733 -0.210 -0.518 -0.075 0.12
C -0.6754 -8.6610 4.5962 0.561 -1.233 -1.619 -0.10
H 7.0142 -8.5442 1.6645 -0.556 -0.054 -0.194 0.09
C 10.1646 8.8699 2.9332 -0.904 -0.638 0.765 -0.08
H -7.2158 1.5985 2.5278 -0.694 0.038 -0.555 0.08
H -1.2904 -3.6888 0.0972 -0.451 -0.258 0.268 0.08
H -3.3206 2.8919 -3.1920 0.168 0.307 0.440 0.09
H 7.9076 1.2186 6.2883 -0.243 -0.436 -0.062 0.08
H -3.6728 -0.9893 2.3278 0.857 -0.540 -0.409 0.09
H 8.5719 2.9885 -12.0002 0.068 -0.417 -0.049 0.13
H -0.8606 -8.3055 5.6098 0.513 0.189 -0.199 0.08
H 3.0653 -1.3189 -10.1381 0.230 0.555 -0.696 0.08
O -5.7299 0.2667 2.1631 0.810 -0.333 1.937 -0.21
C 3.9004 -1.9477 -9.8293 -0.379 1.065 1.339 -0.09
C 7.0527 -9.5716 2.0263 1.510 -1.345 -1.280 -0.15
H -5.8151 2.3182 1.8111 0.277 0.154 -0.179 0.08
H -3.6522 0.1703 4.8934 -0.091 0.872 0.195 0.12
C 8.1014 6.9860 5.2855 -0.313 0.670 -0.519 -0.21
H 3.2264 2.1800 -2.2220 0.626 0.453 0.084 0.13
H 5.0298 -8.3066 2.6310 0.014 0.328 0.591 0.11
O -15.8372 -1.2099 4.6066 0.275 -1.961 1.609 -0.21
H 5.7390 1.8881 -11.4647 -0.160 -0.004 -0.132 0.10
H 3.1898 5.9772 -4.5425 0.694 0.449 0.346 0.09
H 7.6057 0.8464 4.5207 0.594 -0.013 0.159 0.08
H 0.5858 3.8142 -0.5335 -0.901 -0.041 0.697 0.11

No. 3
89
Properties=species:S:1:pos:R:3:forces:R:3:lowdin_charge:R:1 method="wB97M-V/def2-TZVPD" lumo_ha="0.0685 / 0.0368" total_charge=-1 max_force_ev_per_a=1.43 spin_multiplicity=3 e_homo_ev="-4.4 / -4.5"
H 2.4354 -2.0916 -2.3048 -0.006 -0.015 0.003 0.02
H 5.6605 -0.7288 -1.4453 -0.003 0.010 0.005 0.03
H -4.5624 -2.3540 -1.7443 0.008 0.006 0.006 0.03
H -3.7031 -0.9733 -2.4458 0.020 -0.005 0.000 0.02
C 1.6674 2.9072 2.4511 0.000 0.019 -0.006 -0.11
H -5.0558 0.8425 -0.5012 0.011 0.002 0.002 0.02
C 2.4666 2.3105 1.4821 -0.045 -0.060 0.067 -0.32
H 1.5798 3.7550 4.4154 -0.005 0.006 -0.001 0.11
H 1.5831 1.1458 -2.7967 0.004 -0.002 0.002 0.10
H -5.8319 -0.5073 0.3315 0.000 0.016 -0.009 0.03
H 0.6022 2.9911 2.2725 -0.007 -0.032 0.019 0.09
H -0.2697 -5.5389 1.6715 -0.005 0.007 -0.002 0.08
C 4.8409 -0.0305 -1.2503 0.024 -0.037 0.011 -0.17
C -2.5268 3.7768 1.4327 0.015 0.018 -0.001 -0.11
H -3.7611 3.3668 -4.9223 0.002 0.000 0.001 0.10
C -0.2633 -3.2683 -0.9516 0.054 -0.018 0.006 -0.51
H -4.8854 0.6664 1.2521 -0.005 -0.016 0.011 0.02
H 4.3998 -0.7794 1.9446 -0.001 0.004 -0.005 0.02
C 3.0412 -2.4132 -1.4532 0.034 0.001 0.010 -0.18
C -4.9355 0.1199 0.3100 -0.002 -0.033 -0.002 -0.16
C -2.7362 1.6646 2.5661 -0.065 -0.020 -0.034 -0.10
C -3.3619 3.0517 -3.9662 -0.001 0.004 0.013 -0.10
H -1.7225 1.9628 -4.8285 0.000 0.000 0.002 0.10
H 0.3159 -2.9932 2.1968 -0.008 -0.018 0.016 0.04
H 3.1245 -1.9738 1.8461 0.009 -0.011 0.006 0.01
C 2.1518 2.0608 -2.6725 0.022 -0.014 -0.003 -0.10
S -0.5458 -4.9242 -0.6956 0.021 -0.002 -0.010 1.03
H -2.8058 -2.4028 -1.9150 -0.005 0.006 -0.009 0.00
H -3.2379 -1.9725 2.2966 0.007 0.022 0.012 -0.06
P -1.6520 1.5168 0.0316 -0.093 0.677 0.067 0.64
H 5.4380 2.4256 3.1145 -0.002 -0.003 -0.002 0.10
C 0.0126 1.6377 0.2110 0.051 -1.280 -0.643 -0.52
C 3.6528 4.3651 -2.3248 -0.027 0.005 -0.014 -0.09
C 3.4456 3.8606 -3.5987 0.005 0.000 0.012 -0.09
Se 0.5011 -0.3825 2.9093 0.174 0.023 0.233 0.16
C -3.9928 3.4286 -2.7913 0.008 -0.003 -0.007 -0.09
C -3.6514 -1.7519 -1.6795 -0.057 0.006 0.012 -0.17
H 4.7453 -2.3694 1.2407 0.002 0.011 -0.009 0.03
H 4.4630 1.6803 0.9866 -0.005 -0.010 -0.002 0.08
Se -2.8497 -1.8695 5.0375 0.065 0.150 0.015 -0.07
C -3.2653 3.7030 3.7193 0.006 0.006 -0.008 -0.08
C 2.2193 3.3293 3.6531 0.008 0.000 0.000 -0.07
C -3.3709 -2.3457 1.2794 0.026 -0.068 0.021 -0.17
C 3.5725 3.1536 3.8942 -0.007 -0.005 -0.001 -0.08
P 1.6737 1.6030 0.0077 0.115 0.626 0.022 0.63
N 0.0481 -2.6073 0.1288 -0.279 -0.008 0.049 -0.20
H 2.5205 2.3131 -4.7675 0.007 -0.005 0.003 0.10
Si 3.4592 -0.9444 -0.3545 -0.101 -0.009 0.016 0.31
H -3.5822 4.2155 4.6193 0.009 -0.001 -0.001 0.10
H 3.9961 3.4463 4.8469 0.001 0.025 -0.012 0.10
C -2.9506 4.4321 2.5787 0.016 -0.012 0.012 -0.09
C -3.4828 3.0236 -1.5628 -0.045 -0.045 0.005 -0.09
Se -1.2552 0.5558 6.5681 -0.087 0.230 0.145 -0.09
C -2.2176 2.2638 -3.9135 0.002 0.005 -0.001 -0.08
H -3.3394 1.7457 4.6132 -0.022 -0.017 -0.008 0.06
N -1.9780 -0.0632 0.0071 -0.077 0.014 0.533 -0.37
H -2.5361 -3.0197 1.0727 -0.021 -0.010 -0.014 0.01
C 0.0721 -3.4272 1.2365 0.159 0.017 -0.006 -0.25
H -4.8900 4.0342 -2.8258 0.008 0.004 -0.001 0.10
C -2.4382 2.3848 1.4122 0.034 -0.003 0.020 -0.29
H 3.8778 4.3597 -4.4572 -0.015 0.006 0.002 0.10
H 2.4950 -3.1859 -0.9100 -0.013 0.011 -0.003 0.01
H -2.6281 0.5857 2.5787 0.029 0.000 0.022 0.07
C 2.3627 2.5554 -1.3855 0.059 0.015 0.017 -0.26
C -3.1501 2.3207 3.7165 0.012 -0.009 0.013 -0.08
H 4.4808 0.3398 -2.2136 0.011 -0.002 -0.002 0.02
H 5.2599 0.8179 -0.7080 -0.021 0.007 -0.001 0.01
H -2.2485 4.3551 0.5587 0.010 -0.005 -0.001 0.10
H -4.2886 -2.9412 1.2572 -0.004 0.023 -0.011 0.04
C 2.6869 2.7079 -3.7728 -0.021 0.003 -0.005 -0.09
H 3.2771 4.1126 -0.2275 0.010 -0.012 0.000 0.10
H -0.3226 -2.8077 -1.9253 -0.047 0.004 0.015 0.08
C 3.1100 3.7162 -1.2212 -0.032 0.025 0.009 -0.07
C -1.7109 1.8630 -2.6894 0.050 0.051 0.000 -0.09
C -0.2211 -4.7210 0.9731 0.036 0.000 -0.006 -0.37
C -2.3343 2.2412 -1.5003 -0.040 0.012 0.000 -0.26
H 3.9558 -2.8682 -1.8442 -0.003 0.006 0.017 0.03
Pt 0.0742 -0.4700 0.2072 -0.193 0.067 -0.078 0.85
H -0.8205 1.2463 -2.6391 0.002 0.004 0.006 0.08
C 3.9958 -1.5768 1.3172 0.036 0.010 -0.020 -0.17
Si -3.4422 -0.9801 0.0265 0.109 -0.001 -0.307 0.32
N 2.0646 0.0513 -0.2216 0.079 0.005 0.217 -0.38
H -3.0163 5.5134 2.5875 -0.014 -0.002 -0.004 0.10
H -3.9965 3.3077 -0.6538 -0.004 -0.019 0.003 0.10
C 4.3818 2.5719 2.9253 0.000 -0.006 0.005 -0.08
Sb -0.4696 -1.2276 5.1149 -0.170 -0.207 -0.463 -0.37
Se 1.1586 -2.8079 5.8450 0.170 -0.165 0.061 -0.23
H 4.2412 5.2634 -2.1852 -0.001 -0.004 0.001 0.10
C 3.8290 2.1509 1.7274 0.017 0.024 -0.035 -0.10